A) ORCA calculation (wB97M-V/def2-TZVPD) on the ion C5H11N2 with charge +1.

Element x y z (Å)
C (-1.56, -0.20, 1.21)
C (-2.16, 1.14, -0.89)
C (-1.04, -0.85, -0.02)
C (1.98, -0.20, 0.70)
C (0.93, 0.44, -0.26)
N (-2.08, 0.23, -0.02)
N (-0.13, -0.35, -0.91)
H (-2.20, -0.90, 1.70)
H (-1.17, 0.65, 1.69)
H (-1.71, 0.96, -1.85)
H (-2.66, 2.15, -0.80)
H (-1.47, -1.87, -0.16)
H (2.77, -0.71, 0.20)
H (2.49, 0.74, 1.05)
H (1.61, -0.99, 1.35)
H (1.38, 0.77, -1.16)
H (0.43, 1.39, 0.20)
H (0.13, -1.05, -1.60)

## Properties
Gap between HOMO and LUMO = 9.05 eV
SMILES string = C=[N+]1C[C@@H]1NCC
HOMO = -13.815 eV
Net charge = +1

B) ORCA calculation (wB97M-V/def2-TZVPD) on the ion C5H11N2 with charge +1.

Element x y z (Å)
C (-2.34, -1.60, 2.49)
C (0.73, 1.67, -0.28)
C (1.40, -0.51, -1.42)
C (-1.02, -0.31, -0.61)
C (0.23, 0.44, -1.13)
N (-0.91, -0.93, 0.67)
N (-1.71, -1.18, 1.51)
H (-2.48, -1.10, 3.49)
H (-2.81, -2.51, 2.36)
H (0.98, 2.52, -0.84)
H (-0.09, 2.05, 0.29)
H (1.66, 1.39, 0.35)
H (1.00, -1.54, -1.61)
H (2.01, -0.63, -0.47)
H (2.07, -0.14, -2.15)
H (-2.03, 0.42, -0.65)
H (-1.23, -1.23, -1.24)
H (0.05, 0.83, -2.18)

## Properties
Gap between HOMO and LUMO = 9.36 eV
SMILES string = C=[N+]=NCC(C)C
HOMO = -14.990 eV
Net charge = +1

A) is favored, and the nearest alternative lies 10.7 kJ/mol above it.